Density functional theory data (ωB97M-V/def2-TZVPD) for a structure of composition C16H18CuN5O2S2 in a non-equilibrium geometry.

Summary:
**HOMO (alpha / beta)**: -7.96 / -7.96 eV

Last column: Mulliken charge in e.
Positions of all 44 atoms, in Å:
Cu1 10.8355 9.4851 9.6547  -0.16
N1 12.7838 8.5175 9.9672  -0.23
C1 12.8883 8.4686 11.5263  -0.34
C2 11.8564 9.3782 12.2649  0.61
O1 12.0813 9.6627 13.4235  -0.66
O2 10.8015 9.7845 11.5705  -0.60
H1 13.0342 7.5763 9.6569  0.06
H2 13.4618 9.2118 9.6652  0.23
H3 13.8932 8.7354 11.8617  0.34
H4 12.7252 7.3967 11.7087  0.26
C3 6.7506 6.8492 7.1644  -0.44
C4 7.7512 6.6054 8.1379  -0.86
C5 8.6360 7.5951 8.4597  0.07
C6 8.6530 8.7985 7.7243  0.30
C7 7.6021 9.0601 6.8100  -0.20
C8 6.6580 8.0926 6.5438  -0.62
N2 9.5869 9.8287 8.2056  0.71
N3 9.4277 10.9374 7.6284  -0.69
C9 10.1182 12.0345 8.2495  0.66
C10 9.6445 13.3232 7.9892  -0.66
C11 10.3260 14.3675 8.6588  -0.27
C12 11.4819 14.0838 9.3553  -0.57
C13 11.8494 12.7660 9.5013  -0.29
N4 11.1855 11.7328 8.9240  -0.27
H5 5.9895 6.0823 6.8863  0.36
H6 7.6421 5.7260 8.8060  0.39
H7 9.3701 7.5033 9.2672  0.45
H8 7.5406 10.0657 6.4458  0.47
H9 5.8175 8.2355 5.8641  0.37
H10 8.7765 13.5002 7.3663  0.41
H11 9.9753 15.3732 8.6048  0.41
H12 12.1476 14.8797 9.7203  0.35
H13 12.6307 12.5554 10.1759  0.41
S1 12.4971 5.0566 8.4973  -0.30
C14 12.0584 5.8694 7.1531  0.14
N5 10.8908 5.8763 6.4747  -0.24
C15 10.6834 7.0041 5.5566  -0.01
C16 12.0979 7.2922 4.9850  -0.63
S2 13.2343 6.9363 6.3824  -0.10
H14 10.1516 5.4768 7.0117  0.27
H15 10.2782 7.8742 6.1299  -0.25
H16 9.9293 6.7383 4.8244  0.38
H17 12.2874 8.3370 4.7890  0.37
H18 12.3987 6.6940 4.1358  0.38


Density functional theory data (ωB97M-V/def2-TZVPD) for a cluster of 3 separate species, C16H18F16N6O4P in total in a non-equilibrium geometry.

Summary:
**HOMO**: -12.28 eV
**Charge**: +1

Last column: Mulliken charge in e.
Positions of all 61 atoms, in Å:
C1 -1.2374 2.0220 -2.7671  -0.41
C2 0.1371 2.1925 -3.1136  0.00
C3 1.7545 2.1213 -3.5342  -0.52
N1 2.1445 0.6297 -3.5576  -0.01
C4 1.9860 -0.0067 -4.7651  0.44
N2 1.5240 0.4914 -6.1238  -0.42
C5 1.5681 -0.7373 -7.0414  0.27
C6 1.2084 -0.8733 -8.6398  -0.34
O1 2.4912 -0.9615 -9.3951  -0.12
N3 2.2197 -1.3056 -10.6947  0.11
O2 3.2667 -1.8820 -11.0380  -0.27
N4 2.0367 -1.8767 -6.1284  0.18
P1 2.2664 -3.6023 -6.5240  0.29
N5 0.8376 -4.1284 -7.1565  -0.62
N6 2.3127 -1.4835 -4.8223  -0.23
H1 -2.3183 1.5218 -2.6846  0.33
H2 1.9433 2.6305 -4.5959  0.36
H3 2.4266 2.7237 -2.7682  0.36
H4 2.4791 0.1372 -2.6766  0.08
H5 0.5060 -1.7931 -8.8163  0.29
H6 0.6525 0.1172 -8.9752  0.36
H7 3.3351 -3.7936 -7.4703  0.16
H8 2.4940 -4.4201 -5.3312  0.13
H9 0.2093 -3.2834 -7.1275  0.24
H10 2.6257 -2.0253 -3.9847  0.33
C7 0.1849 -2.0303 0.6390  -0.84
C8 1.2143 -1.4211 -0.3261  0.98
C9 2.6074 -1.2136 0.2613  0.09
F1 2.6050 -0.4067 1.3432  -0.19
F2 3.4291 -0.6294 -0.6553  -0.30
F3 0.7126 -0.2655 -0.8376  -0.21
F4 1.3241 -2.2771 -1.3910  -0.37
O3 -0.6773 -1.1082 1.3148  -0.40
C10 -0.1235 -0.4988 2.4801  0.62
C11 0.1217 1.0094 2.3152  0.27
F5 0.9077 1.2797 1.2428  -0.20
F6 0.7537 1.5230 3.4026  -0.25
F7 0.9883 -1.1794 2.8477  -0.28
F8 -1.0303 -0.7055 3.4731  -0.25
H11 -0.4960 -2.6324 0.0245  0.42
H12 0.6352 -2.7513 1.3315  0.35
H13 3.0616 -2.1686 0.5429  0.32
H14 -0.8222 1.5447 2.1819  0.23
C12 -4.2683 0.9636 6.9323  -0.71
C13 -3.8296 1.9033 5.7979  0.82
C14 -2.4066 1.6853 5.2918  0.42
F9 -1.4779 1.8303 6.2603  -0.26
F10 -2.1007 2.5936 4.3232  -0.29
F11 -4.0275 3.1909 6.1875  -0.28
F12 -4.6902 1.6998 4.7507  -0.33
O4 -4.1468 1.4744 8.2645  -0.40
C15 -2.8459 1.3682 8.8412  0.73
C16 -2.1679 2.7301 9.0587  0.21
F13 -2.0997 3.4502 7.9108  -0.19
F14 -0.8923 2.5755 9.4998  -0.25
F15 -2.1007 0.5184 8.0947  -0.26
F16 -3.0216 0.7515 10.0411  -0.29
H15 -5.3464 0.8060 6.8033  0.43
H16 -3.8339 -0.0386 6.8378  0.34
H17 -2.2942 0.6899 4.8510  0.08
H18 -2.7161 3.3244 9.7947  0.24


Density functional theory data (ωB97M-V/def2-TZVPD) for the molecule C16H18FNO4S in a non-equilibrium geometry.

Summary:
**HOMO**: -9.05 eV

Last column: Mulliken charge in e.
Positions of all 41 atoms, in Å:
C1 -3.8565 -0.1171 1.7788  -0.92
C2 -3.1870 -1.4704 1.9329  0.61
O1 -3.9211 -2.4636 1.8442  -0.56
S1 -1.4211 -1.4816 1.4696  -0.01
C3 -0.6284 -0.1229 2.3050  0.72
C4 -0.8157 0.0343 3.7006  0.34
F1 -1.4468 -0.8907 4.3942  -0.30
C5 -0.3394 1.1580 4.3568  -0.79
C6 0.1550 2.2208 3.5697  -0.79
C7 0.3287 2.0641 2.1365  -0.30
C8 -0.0964 0.8960 1.4866  -0.11
C9 0.0792 0.6832 0.0001  -0.20
O2 -0.7131 1.1379 -0.7657  -0.54
N1 1.3015 0.2143 -0.5437  0.31
C10 2.3413 -0.4883 0.2199  -0.67
C11 2.3337 -1.9863 -0.0521  0.39
O3 3.2581 -2.4104 -0.7049  -0.57
O4 1.3555 -2.7562 0.4458  -0.32
C12 1.4448 -0.0336 -2.0138  -0.04
C13 1.4902 1.1885 -2.8423  -1.28
C14 0.6556 0.9584 -4.1030  -0.76
C15 -0.3560 -0.1949 -3.7594  -0.63
C16 0.3570 -1.0187 -2.6502  -0.54
H1 -4.7054 -0.3291 1.0488  0.31
H2 -3.2575 0.6757 1.3972  0.32
H3 -4.3043 0.1533 2.8420  0.25
H4 -0.4515 1.3477 5.3187  0.58
H5 0.3693 3.0924 4.0516  0.51
H6 0.7969 2.7831 1.4614  0.47
H7 2.1725 -0.5015 1.2940  0.46
H8 3.3554 -0.1856 -0.0540  0.36
H9 1.3764 -3.5613 0.0219  0.32
H10 2.4234 -0.5677 -2.2061  0.68
H11 2.5125 1.4299 -3.0429  0.48
H12 1.1403 2.0351 -2.3667  0.38
H13 0.2163 1.8239 -4.5750  0.40
H14 1.3996 0.5628 -4.6938  0.32
H15 -0.6027 -0.8290 -4.5474  0.44
H16 -1.1931 0.2988 -3.2277  0.22
H17 0.8614 -1.9734 -3.0397  0.38
H18 -0.4286 -1.3754 -1.8881  0.06


Density functional theory data (ωB97M-V/def2-TZVPD) for the molecule C16H18N2O4S.

Summary:
**HOMO**: -7.95 eV
**ΔE to the lowest compared entry with this formula, charge and spin**: 0.000 eV

Last column: Mulliken charge in e.
Positions of all 41 atoms, in Å:
C1 1.8349 5.2139 4.2366  -0.83
O1 0.5444 4.8999 3.7736  -0.46
C2 0.4228 4.0187 2.7409  0.81
C3 -0.8785 3.7405 2.3239  -0.77
C4 -1.1167 2.8660 1.2862  -0.14
C5 -0.0570 2.2373 0.6320  0.31
N1 -0.3093 1.3414 -0.4206  0.17
C6 -1.6233 0.7495 -0.5919  -1.23
C7 -1.3895 -0.4359 -1.5332  0.03
C8 -1.1397 -1.7124 -0.7260  0.18
O2 -1.1878 -1.7704 0.4794  -0.69
N2 -0.8496 -2.7869 -1.5014  -0.16
C9 -0.6400 -4.1019 -0.9346  -0.14
C10 0.8084 -4.5702 -1.0353  -0.74
C11 1.0236 -5.0720 -2.4546  -0.58
S1 -0.5282 -5.9188 -2.9314  -0.14
C12 -1.5055 -5.0859 -1.7219  0.25
O3 -2.6833 -5.2427 -1.5958  -0.53
C13 -0.1463 -0.0108 -2.3129  -0.88
C14 0.5779 0.9455 -1.3669  0.52
O4 1.7338 1.2822 -1.4869  -0.68
C15 1.2399 2.5133 1.0504  -0.94
C16 1.4797 3.3945 2.0892  -0.38
H1 1.6915 5.9236 5.0499  0.23
H2 2.3525 4.3276 4.6177  0.34
H3 2.4413 5.6800 3.4531  0.33
H4 -1.6957 4.2277 2.8317  0.41
H5 -2.1363 2.6834 0.9880  0.39
H6 -2.3199 1.4710 -1.0343  0.43
H7 -2.0081 0.4070 0.3723  0.55
H8 -2.2515 -0.6127 -2.1812  0.54
H9 -0.8784 -2.7033 -2.5056  0.41
H10 -0.9844 -4.0434 0.1039  0.53
H11 0.9680 -5.3834 -0.3263  0.33
H12 1.4955 -3.7586 -0.7971  0.33
H13 1.1958 -4.2618 -3.1629  0.28
H14 1.8364 -5.7897 -2.5323  0.41
H15 -0.4090 0.5417 -3.2178  0.37
H16 0.5178 -0.8270 -2.5935  0.35
H17 2.0723 2.0432 0.5554  0.40
H18 2.5013 3.5799 2.3802  0.37


Density functional theory data (ωB97M-V/def2-TZVPD) for the molecule C16H18N2O7 in a non-equilibrium geometry.

Summary:
**HOMO**: -8.14 eV
**ΔE to the lowest compared entry with this formula, charge and spin**: 5.210 eV

Last column: Mulliken charge in e.
Positions of all 43 atoms, in Å:
C1 5.3916 0.3688 -1.8096  -0.66
O1 5.1250 -0.3367 -0.6209  -0.39
C2 3.9655 0.0687 0.0567  -0.16
C3 2.6626 -0.4012 -0.6268  -1.16
N1 1.5250 -0.1895 0.2243  0.40
C4 0.7776 0.9687 0.2649  0.64
C5 1.0188 2.1198 -0.6443  -1.81
C6 -0.1924 0.8124 1.2058  -0.75
C7 -0.0372 -0.4844 1.7788  0.52
C8 -0.8698 -1.1072 2.7741  0.79
O2 -0.5946 -2.1065 3.4082  -0.66
C9 -2.2319 -0.4194 3.0111  -0.93
O3 -2.7816 0.0212 1.7756  -0.17
C10 -3.8781 -0.5557 1.3097  0.38
O4 -4.5980 -1.3208 1.8965  -0.60
C11 -4.1186 -0.1183 -0.0890  0.33
C12 -5.2491 -0.2365 -0.8710  -0.62
C13 -4.9176 0.3048 -2.1217  -0.29
C14 -3.6033 0.7045 -2.0071  -0.12
N2 -2.7412 1.2779 -2.9754  1.06
O5 -1.5812 1.4536 -2.6720  -0.58
O6 -3.2372 1.5420 -4.0516  -0.61
O7 -3.1249 0.4515 -0.7817  -0.08
C15 1.0618 -1.0666 1.1467  0.58
C16 1.6377 -2.4196 1.3434  -1.74
H1 6.3808 0.0526 -2.1344  0.26
H2 4.6664 0.1383 -2.5971  0.28
H3 5.3965 1.4511 -1.6341  0.29
H4 4.0338 -0.3868 1.0482  0.30
H5 3.9493 1.1621 0.1783  0.25
H6 2.5061 0.1415 -1.5615  0.43
H7 2.7587 -1.4661 -0.8525  0.23
H8 0.4586 2.9777 -0.2841  0.40
H9 2.0724 2.3888 -0.6921  0.40
H10 0.6643 1.8920 -1.6501  0.30
H11 -0.9264 1.5433 1.4730  0.54
H12 -2.9112 -1.1224 3.5023  0.45
H13 -2.0847 0.4604 3.6443  0.29
H14 -6.1832 -0.6597 -0.5648  0.54
H15 -5.5327 0.3935 -2.9935  0.56
H16 2.6855 -2.3632 1.6363  0.33
H17 1.5728 -3.0093 0.4278  0.36
H18 1.0840 -2.9253 2.1288  0.41


Density functional theory data (ωB97M-V/def2-TZVPD) for a structure of composition C16H18N2RuS6Sb in a non-equilibrium geometry.

Summary:
**HOMO (alpha / beta)**: -1.59 / -1.60 eV
**Multiplicity**: 2
**Charge**: -2

Last column: Mulliken spin population.
Positions of all 44 atoms, in Å:
Ru1 -0.5187 0.7343 1.5572  0.73
C1 0.8309 -2.8880 -0.3848  0.00
N1 0.9911 -2.2252 0.8980  0.01
C2 2.3586 -1.9305 1.2375  -0.02
C3 2.9649 -0.8713 0.3258  0.00
N2 2.1948 0.3706 0.2553  0.00
C4 1.4306 0.5062 -0.9832  0.01
C5 2.9628 1.5536 0.5078  0.00
C6 4.2601 1.6615 -0.0017  0.00
C7 5.0527 2.7803 0.2125  0.00
C8 4.5099 3.8315 0.9449  0.00
C9 3.2136 3.7434 1.4213  0.00
C10 2.3904 2.6139 1.2227  0.00
S1 0.7601 2.7544 1.8615  0.00
C11 0.2184 -2.8916 1.8876  0.01
C12 0.7760 -3.8561 2.7208  0.00
C13 -0.0073 -4.5424 3.6475  0.00
C14 -1.3625 -4.2565 3.7201  0.00
C15 -1.9091 -3.2711 2.8994  0.00
C16 -1.1352 -2.5512 1.9884  0.00
S2 -1.8667 -1.2387 1.0458  0.00
H1 1.2809 -3.8973 -0.3818  0.00
H2 1.2969 -2.3099 -1.1820  0.00
H3 -0.2335 -2.9667 -0.6074  0.00
H4 3.0115 -2.8239 1.1922  0.00
H5 2.3693 -1.5480 2.2592  0.01
H6 3.1221 -1.2820 -0.6817  0.00
H7 3.9545 -0.6520 0.7290  0.00
H8 2.0802 0.3771 -1.8662  0.00
H9 0.9733 1.4952 -1.0161  -0.01
H10 0.6258 -0.2266 -1.0132  0.00
H11 4.6591 0.8418 -0.5899  0.00
H12 6.0614 2.8285 -0.1809  0.00
H13 5.0938 4.7256 1.1384  0.00
H14 2.7864 4.5693 1.9797  0.00
H15 1.8352 -4.0751 2.6513  0.00
H16 0.4420 -5.2819 4.3017  0.00
H17 -1.9930 -4.7749 4.4343  0.00
H18 -2.9558 -3.0025 2.9873  0.00
S3 -2.6813 4.2035 2.9292  -0.04
Sb1 -2.8307 2.0494 2.2455  -0.03
S4 0.0098 0.1220 3.6130  0.38
S5 -1.9156 1.8094 0.0053  -0.03
S6 -4.9132 1.1562 2.3210  -0.03


Density functional theory data (ωB97M-V/def2-TZVPD) for the molecule C16H18N4O5.

Summary:
**HOMO**: -8.47 eV
**ΔE to the lowest compared entry with this formula, charge and spin**: 0.000 eV

Last column: Mulliken charge in e.
Positions of all 43 atoms, in Å:
N1 -4.7935 -2.6714 1.2882  -0.36
C1 -5.1863 -1.6647 0.4748  0.12
O1 -6.3475 -1.4552 0.2141  -0.63
C2 -4.0353 -0.8127 -0.0533  0.50
C3 -4.4871 0.0106 -1.2583  -0.90
C4 -3.2915 0.7715 -1.8444  -0.74
N2 -2.3352 1.1084 -0.8028  0.24
C5 -1.0491 0.9662 -1.0324  0.26
C6 0.1288 1.1643 -0.3228  -0.79
C7 0.3187 1.7547 0.9819  0.68
O2 -0.5298 2.2469 1.7092  -0.77
N3 1.6297 1.7728 1.4271  -0.04
C8 2.7611 1.3377 0.7826  0.43
O3 3.8573 1.4251 1.2799  -0.62
N4 2.5401 0.8149 -0.4698  -0.01
C9 3.7102 0.2884 -1.1675  -1.11
C10 4.2363 -0.9254 -0.4779  0.58
C11 5.4844 -1.2428 -0.0334  -0.69
C12 5.3816 -2.5325 0.5435  -0.30
C13 4.0797 -2.8972 0.4105  -0.53
O4 3.3769 -1.9325 -0.2081  -0.27
C14 1.3003 0.7178 -1.0861  0.98
O5 1.2256 0.2693 -2.2171  -0.75
C15 -2.9809 1.4269 0.4481  -1.02
C16 -3.5577 0.1410 1.0600  -0.67
H1 -3.8316 -2.8306 1.5263  0.20
H2 -5.4969 -3.2529 1.7128  0.25
H3 -3.2147 -1.4718 -0.3556  0.30
H4 -5.2774 0.6887 -0.9368  0.29
H5 -4.9155 -0.6426 -2.0180  0.47
H6 -2.7927 0.1639 -2.6019  0.42
H7 -3.6367 1.6947 -2.3247  0.18
H8 -0.8307 0.5857 -2.0303  0.45
H9 1.7757 2.1927 2.3384  0.27
H10 3.3740 0.0516 -2.1816  0.42
H11 4.4902 1.0517 -1.1903  0.33
H12 6.3607 -0.6329 -0.1009  0.45
H13 6.1682 -3.1005 0.9960  0.42
H14 3.5459 -3.7795 0.7034  0.44
H15 -2.2680 1.8868 1.1316  0.49
H16 -3.7835 2.1380 0.2375  0.35
H17 -4.3939 0.4068 1.7080  0.39
H18 -2.7991 -0.3480 1.6723  0.31


Density functional theory data (ωB97M-V/def2-TZVPD) for the molecule C16H18N4O5S2 in a non-equilibrium geometry.

Summary:
**HOMO**: -7.78 eV
**ΔE to the lowest compared entry with this formula, charge and spin**: 0.051 eV

Last column: Mulliken charge in e.
Positions of all 45 atoms, in Å:
C1 2.5799 1.1989 -3.6810  -0.97
N1 2.4851 0.4812 -2.4267  0.03
C2 3.3619 0.9897 -1.3960  -0.79
S1 0.8934 0.3237 -1.8692  1.48
O1 0.4936 1.4799 -1.1168  -0.75
O2 0.0972 -0.0352 -3.0129  -0.73
C3 1.0563 -1.0964 -0.7939  0.05
C4 1.0278 -2.3454 -1.3826  -0.75
C5 1.1855 -3.4635 -0.5799  -1.07
C6 1.3362 -3.3192 0.7866  -0.65
C7 1.3341 -2.0558 1.3831  0.25
N2 1.5018 -1.9885 2.7627  -0.13
C8 1.0631 -1.0969 3.6975  -0.08
S2 1.7622 -1.0871 5.1959  -0.43
N3 0.0363 -0.2605 3.4372  -0.31
N4 -0.6563 -0.3001 2.2901  -0.04
C9 -1.4629 0.6413 1.9856  -0.54
C10 -2.0369 0.6593 0.6668  -0.10
C11 -1.9748 -0.4706 -0.1547  -0.79
C12 -2.2646 -0.3900 -1.4939  -0.39
C13 -2.6047 0.8373 -2.0534  0.99
O3 -2.7719 1.0135 -3.3983  -0.68
C14 -2.7684 1.9501 -1.2353  0.72
O4 -3.1430 3.1648 -1.7521  -0.67
C15 -2.4917 1.8704 0.1288  -0.01
O5 -2.5972 2.9797 0.8980  -0.62
C16 1.2328 -0.9277 0.5647  0.11
H1 1.7974 0.8191 -4.3324  0.33
H2 2.4465 2.2785 -3.5490  0.33
H3 3.5548 1.0056 -4.1281  0.35
H4 4.3811 1.0160 -1.7791  0.37
H5 3.3194 0.3147 -0.5438  0.21
H6 3.0668 1.9944 -1.0731  0.31
H7 0.8837 -2.4175 -2.4474  0.57
H8 1.1796 -4.4503 -1.0165  0.42
H9 1.4425 -4.1943 1.4112  0.45
H10 2.0451 -2.7379 3.1734  0.29
H11 -0.1543 0.4504 4.1479  0.26
H12 -1.6466 1.4959 2.6407  0.48
H13 -1.6670 -1.4033 0.2882  0.48
H14 -2.1772 -1.2554 -2.1325  0.31
H15 -2.2460 0.3418 -3.8497  0.40
H16 -3.1775 3.0590 -2.7121  0.31
H17 -2.8399 3.7123 0.3128  0.32
H18 1.2737 0.0718 0.9618  0.65